Entry 1:
39
Properties=species:S:1:pos:R:3:forces:R:3:nbo_charge:R:1 method="wB97M-V/def2-TZVPD" homo_ev=-9.86 energy_ev=-40432.5812 e_above_lowest_ev=0.000 smiles="CNC(=O)c1ccc2c(c1)S(=O)(=O)c1ccc([C@@H](C)O)cc1C2=O"
C 0.8419 -6.1384 3.0894 -2.52 0.90 0.35 -0.407
N 0.8604 -4.7415 2.6124 1.38 1.05 0.20 -0.602
C 1.7623 -3.7513 2.9461 1.80 -2.65 2.93 0.638
O 2.5998 -3.8959 3.8619 -1.41 -0.03 -1.41 -0.607
C 1.6919 -2.4652 2.2778 -0.29 1.14 1.85 -0.129
C 1.6922 -1.3282 3.0548 -1.36 2.13 1.09 -0.129
C 1.3276 -0.0581 2.5072 0.98 -0.25 2.41 -0.175
C 1.0397 0.0844 1.1731 -0.77 -0.54 -1.54 -0.051
C 1.0341 -1.1135 0.4144 1.18 0.07 -1.08 -0.268
C 1.4390 -2.3262 0.9779 -1.31 -0.16 -2.99 -0.175
S 0.8544 -1.1044 -1.4306 -0.34 -1.61 -1.44 2.115
O 2.1248 -1.0751 -2.1468 -0.64 0.75 1.50 -0.898
O 0.0099 -2.2038 -1.9227 0.40 1.16 1.53 -0.927
C -0.0558 0.4000 -1.6753 0.48 0.73 -1.43 -0.259
C -0.5273 0.6532 -3.0307 -0.40 -0.64 3.32 -0.168
C -1.2633 1.8176 -3.2581 1.76 -2.36 -0.26 -0.155
C -1.5024 2.7188 -2.2820 0.44 1.74 2.15 -0.027
C -2.1896 4.0447 -2.6102 2.66 1.33 0.46 0.089
C -2.5998 5.0907 -1.4673 -0.45 -0.88 0.23 -0.659
O -1.1690 4.5820 -3.5987 -1.91 0.52 1.09 -0.733
C -0.8138 2.5662 -1.0846 0.65 1.74 1.20 -0.113
C -0.0428 1.4279 -0.7060 -2.25 0.90 -2.67 -0.176
C 0.5688 1.4175 0.5937 1.57 0.66 3.44 0.519
O 0.7100 2.4189 1.3210 -0.53 -1.71 -1.87 -0.512
H 1.6406 -6.7497 2.7156 0.52 -0.10 -0.05 0.209
H -0.1469 -6.4918 2.6568 1.28 -0.08 0.63 0.206
H 0.7339 -6.1900 4.2114 0.43 0.14 -1.24 0.222
H 0.2943 -4.4725 1.8408 -0.65 -0.36 -0.41 0.390
H 1.6813 -1.3832 4.1635 0.57 -0.17 -0.94 0.241
H 1.2843 0.8053 3.2422 -0.05 -1.03 -1.36 0.251
H 1.4084 -3.2661 0.4425 0.01 0.27 -0.81 0.234
H -0.5009 -0.1583 -3.7486 0.40 0.26 -0.10 0.249
H -1.3189 2.0217 -4.2706 -1.30 0.66 -1.90 0.231
H -3.0890 3.7881 -3.0846 -1.28 -0.08 -1.13 0.177
H -3.2562 5.9049 -1.9185 0.74 -1.19 0.53 0.224
H -3.1894 4.5140 -0.6630 0.59 0.89 -1.34 0.231
H -1.7966 5.6058 -0.8922 -0.16 -0.56 -0.79 0.227
H -1.4223 5.5032 -3.8117 0.13 -0.67 0.12 0.471
H -0.7158 3.5482 -0.5004 -0.33 -1.96 -0.26 0.244


Entry 2:
58
Properties=species:S:1:pos:R:3:forces:R:3:nbo_charge:R:1 method="wB97M-V/def2-TZVPD" homo_ev="-1.74 / -3.47" energy_ev=-116724.9461 spin_multiplicity=4 total_charge=-1
V 0.5087 1.5412 -0.0772 -0.10 0.52 -0.60 0.991
C -1.6060 2.9743 1.5441 0.11 0.13 0.03 -0.418
N -0.1335 2.9898 1.5898 -0.06 -0.42 0.03 -0.464
C 0.3433 4.3682 1.5473 0.00 -0.07 -0.06 -0.404
C 0.3141 2.3232 2.8352 0.06 0.11 -0.12 -0.238
C 0.1745 0.8206 2.7457 0.10 -0.02 0.22 -0.096
C 0.0584 0.0732 3.9190 -0.06 0.06 -0.11 -0.227
C 0.0252 -1.3104 3.8517 0.00 -0.03 -0.05 -0.259
C 0.1121 -1.9332 2.6088 0.01 0.07 -0.04 -0.176
C 0.2289 -1.1674 1.4555 -0.09 0.01 0.06 -0.257
C 0.2607 0.2352 1.4761 0.00 -0.52 0.60 -0.354
H -2.0057 3.5251 2.4087 -0.04 0.02 0.00 0.164
H -1.9631 1.9496 1.5743 0.02 -0.06 0.02 0.235
H -1.9455 3.4240 0.6151 -0.01 0.02 -0.01 0.226
H -0.0176 4.9334 2.4175 0.01 0.05 0.01 0.171
H -0.0190 4.8470 0.6383 0.00 0.00 -0.01 0.210
H 1.4327 4.3800 1.5399 0.01 0.02 0.01 0.206
H -0.2347 2.7324 3.6957 -0.03 0.04 0.03 0.174
H 1.3660 2.5894 2.9738 0.04 -0.02 0.00 0.200
H -0.0094 0.5708 4.8827 0.00 0.01 0.01 0.188
H -0.0692 -1.8988 4.7570 0.00 -0.01 0.00 0.194
H 0.0906 -3.0157 2.5426 0.00 -0.01 0.01 0.187
H 0.2993 -1.6745 0.4967 -0.01 0.00 0.02 0.200
C 4.4268 -2.9885 0.4784 0.03 -0.04 0.02 -0.611
C 3.3162 -2.0367 0.0736 0.04 0.02 -0.03 -0.217
N 3.5641 -1.4989 -1.2735 -0.11 0.06 0.03 -0.677
C 2.6012 -0.5520 -1.7075 -0.05 0.06 -0.09 0.133
S 2.5859 1.0853 -1.0899 0.19 -0.09 0.10 -0.347
N 1.4905 -1.0182 -2.4200 0.11 0.16 0.00 -0.659
C 1.1518 -2.4217 -2.4831 0.03 0.04 0.05 -0.218
C 0.4434 -2.7406 -3.7902 -0.05 -0.05 -0.06 -0.604
H 4.2312 -3.4270 1.4592 -0.01 0.01 -0.01 0.203
H 5.3872 -2.4670 0.5354 -0.02 0.00 -0.02 0.191
H 4.5271 -3.7949 -0.2521 0.00 0.02 0.02 0.200
H 3.2106 -1.2272 0.8069 -0.01 0.00 0.01 0.187
H 2.3579 -2.5601 0.0510 0.05 -0.03 -0.01 0.184
H 4.4698 -1.0436 -1.2769 0.02 -0.04 0.02 0.360
H 0.6950 -0.3856 -2.3176 -0.02 -0.07 0.04 0.422
H 0.5178 -2.7370 -1.6375 -0.04 0.03 0.01 0.155
H 2.0787 -2.9896 -2.4067 0.01 -0.01 -0.01 0.208
H -0.3966 -2.0621 -3.9511 -0.01 -0.02 0.04 0.208
H 0.0569 -3.7640 -3.7868 0.02 0.02 -0.02 0.190
H 1.1276 -2.6246 -4.6329 -0.01 0.01 0.02 0.200
C -3.0218 -0.4282 0.1452 -0.03 -0.10 0.13 -1.090
Ge -2.5485 0.6642 -1.4143 0.10 -0.07 0.16 1.617
C -2.9759 -0.4862 -2.9477 -0.05 -0.15 -0.24 -1.090
C -3.9458 2.0519 -1.5038 -0.21 0.16 -0.03 -1.090
C -0.8001 1.3718 -1.3998 0.10 0.13 -0.14 -1.435
H -3.9752 -0.9325 -0.0383 0.02 0.01 0.02 0.209
H -3.1229 0.1718 1.0518 0.00 -0.03 0.01 0.211
H -2.2548 -1.1798 0.3346 -0.04 0.00 0.00 0.234
H -4.0510 -0.6891 -2.9649 0.03 -0.03 -0.06 0.206
H -2.4456 -1.4391 -2.8843 0.00 0.02 0.01 0.218
H -2.6929 -0.0016 -3.8856 -0.03 -0.03 0.01 0.218
H -4.9240 1.5906 -1.6723 0.00 0.07 0.01 0.207
H -3.7375 2.7401 -2.3267 -0.03 -0.01 0.02 0.216
H -3.9918 2.6323 -0.5788 0.00 -0.01 -0.02 0.208
H -0.5666 1.9105 -2.3324 0.01 0.04 -0.03 0.197


Entry 3:
22
Properties=species:S:1:pos:R:3:forces:R:3:nbo_charge:R:1 method="wB97M-V/def2-TZVPD" homo_ev="1.26 / -6.09" energy_ev=-8962.3375 spin_multiplicity=2 e_above_lowest_ev=2.540 total_charge=-1
C -1.5915 -1.4011 0.3522 1.21 0.68 0.02 -0.633
C -2.0062 -0.5828 -0.9195 2.22 3.54 3.38 -0.395
C -1.0348 -0.3679 -2.0460 2.96 -1.09 -0.17 -0.390
C 0.3792 0.3822 -1.8212 -2.26 -3.72 -1.89 -0.228
N 1.1726 -0.4627 -0.9303 2.13 1.58 1.36 -0.655
C 1.4392 0.3273 0.3230 2.71 2.09 -0.89 -0.729
H -0.9273 -0.9549 1.2048 -1.44 -0.02 -1.88 0.221
H -0.9679 -2.2396 0.0447 -0.48 -0.51 0.03 0.208
H -2.5470 -1.6474 0.7853 -0.09 -0.73 0.51 0.194
H -2.8234 -0.9592 -1.3900 -2.69 -1.64 -0.82 0.189
H -2.3801 0.4279 -0.4482 0.67 -1.36 -1.21 0.180
H -0.6065 -1.3633 -2.3898 -0.94 0.64 0.41 0.186
H -1.5398 0.0181 -2.9178 -0.28 0.51 -0.28 0.183
H 0.7142 0.4062 -2.8678 0.66 0.14 0.38 0.174
H 0.1357 1.3331 -1.5260 0.17 2.46 1.23 0.183
H 2.1492 -0.5912 -1.2405 -0.94 -0.03 -0.67 0.356
H 2.2957 0.1046 0.9875 -0.01 -1.16 -0.78 0.185
H 1.8083 1.4540 0.1460 -1.61 -1.95 0.08 0.145
H 0.6502 0.2069 0.9739 -1.99 0.60 1.25 0.182
H 2.0428 2.4363 3.9857 2.49 2.16 -2.60 0.349
H 2.1012 1.5339 5.1511 1.69 -1.05 1.49 0.361
O 1.5361 1.9398 4.5432 -4.19 -1.14 1.05 -1.265


Entry 4:
118
Properties=species:S:1:pos:R:3:forces:R:3:lowdin_charge:R:1 method="wB97M-V/def2-TZVPD" homo_ev="-6.67 / -7.49" energy_ev=-159932.7405 spin_multiplicity=3 e_above_lowest_ev=1.463
W -0.1935 0.2701 -0.5203 2.67 0.29 0.22 2.104
C 5.4317 -2.7893 1.8133 0.09 -0.03 -0.17 -0.080
C 4.9299 -2.5716 0.3825 -0.10 0.02 0.24 -0.184
C 3.4503 -2.3997 0.3673 -0.33 -0.64 -0.14 -0.136
C 2.4966 -3.3386 0.1515 0.49 0.28 0.23 -0.116
C 2.6776 -4.7609 -0.2614 0.05 0.11 -0.12 -0.176
C 2.7546 -4.8285 -1.7902 -0.01 -0.14 0.16 -0.073
C 1.2196 -2.6702 0.3354 0.02 0.84 0.24 -0.205
C 0.0360 -3.3026 0.5402 -0.84 0.32 0.10 0.062
C -1.1772 -2.6592 0.9192 1.50 0.96 -0.63 -0.197
C -2.3350 -3.3768 1.3307 -1.77 0.33 0.39 -0.120
C -2.4362 -4.8583 1.4911 0.12 0.11 0.18 -0.188
C -1.7344 -5.3224 2.7711 -0.08 -0.07 -0.13 -0.081
C -3.3024 -2.4301 1.5907 0.41 -1.55 -0.01 -0.115
C -2.6997 -1.1655 1.3233 0.63 1.67 -0.36 -0.207
C -3.3572 0.0548 1.4089 0.48 -1.07 -0.11 0.071
C -2.7427 1.2873 1.2546 0.70 -0.21 -0.31 -0.195
N -1.4073 1.4626 1.0113 -0.17 0.30 -0.38 0.012
C -1.2284 2.8500 1.1035 0.26 -0.61 0.06 -0.212
C -0.0239 3.4583 1.2535 0.67 -0.29 0.02 0.051
C 1.2202 2.7719 1.3426 -1.71 -1.12 -0.48 -0.204
N 1.3760 1.4435 1.0721 -0.30 0.77 0.12 0.075
C 2.7255 1.2124 1.2999 -0.35 -2.10 -0.68 -0.201
C 3.3778 0.0129 1.0487 -0.39 1.65 0.28 0.065
C 2.7512 -1.1519 0.6264 -1.52 -0.35 -0.07 -0.217
N 1.4061 -1.2929 0.5184 0.61 -0.58 0.21 0.069
C 3.3847 2.3955 1.7492 -0.42 1.70 0.35 -0.112
C 2.4314 3.3949 1.7409 1.82 -0.42 0.16 -0.116
C 2.5998 4.8391 2.0919 -0.11 -0.09 0.22 -0.187
C 2.0319 5.1633 3.4757 0.08 0.07 -0.11 -0.082
C 4.8173 2.4879 2.1557 0.05 0.05 -0.16 -0.186
C 5.7628 2.6893 0.9667 -0.05 -0.03 0.15 -0.077
C -2.4998 3.5233 1.2845 -0.41 -0.36 0.11 -0.114
C -3.4328 2.5484 1.4237 0.39 0.39 -0.09 -0.116
C -4.8488 2.6897 1.8638 0.13 -0.02 0.22 -0.174
C -4.8815 2.6052 3.3959 -0.20 0.02 -0.17 -0.078
C -2.6902 5.0013 1.2882 0.04 -0.06 -0.07 -0.179
C -2.6586 5.5259 -0.1495 -0.06 0.05 0.16 -0.064
N -1.3757 -1.3121 0.9281 -0.46 -0.32 0.17 0.045
C -4.7219 -2.6398 2.0023 0.02 0.00 -0.13 -0.185
C -5.6587 -2.5892 0.7910 0.04 -0.02 0.17 -0.074
H 6.5129 -2.9107 1.8252 0.10 -0.01 0.07 0.071
H 4.9777 -3.6825 2.2396 -0.01 -0.04 0.07 0.076
H 5.1702 -1.9446 2.4477 -0.01 0.05 0.10 0.067
H 5.2039 -3.4304 -0.2315 0.01 0.05 -0.08 0.112
H 5.3991 -1.6898 -0.0534 0.05 -0.02 -0.12 0.109
H 1.8479 -5.3767 0.0929 0.07 -0.01 0.06 0.103
H 3.5963 -5.1618 0.1723 -0.05 -0.03 0.04 0.110
H 1.8405 -4.4326 -2.2261 -0.08 0.04 -0.11 0.057
H 2.8969 -5.8530 -2.1287 0.00 -0.08 -0.07 0.072
H 3.5831 -4.2213 -2.1450 0.06 0.07 -0.11 0.078
H -0.0056 -4.3763 0.4503 0.10 -0.12 0.04 0.106
H -1.9879 -5.3544 0.6272 -0.08 -0.05 -0.03 0.111
H -3.4878 -5.1485 1.5265 0.03 -0.02 -0.09 0.106
H -0.6856 -5.0328 2.7563 0.09 -0.01 0.05 0.069
H -1.7975 -6.4042 2.8717 0.03 -0.08 0.06 0.071
H -2.1959 -4.8648 3.6442 -0.02 0.03 0.07 0.078
H -4.4121 0.0371 1.6149 -0.18 0.03 0.12 0.109
H 0.0003 4.5299 1.3679 -0.05 0.12 0.05 0.110
H 4.4472 -0.0071 1.1724 0.16 -0.03 0.05 0.108
H 2.0979 5.4656 1.3481 0.11 -0.04 -0.05 0.113
H 3.6610 5.0946 2.0742 -0.03 0.02 -0.11 0.107
H 0.9763 4.9076 3.5241 -0.10 0.00 0.08 0.066
H 2.1484 6.2230 3.6955 -0.04 0.07 0.06 0.073
H 2.5516 4.5947 4.2427 0.03 -0.07 0.10 0.077
H 5.0963 1.5707 2.6801 0.01 0.09 0.10 0.112
H 4.9409 3.3216 2.8511 -0.01 -0.11 0.06 0.110
H 5.6529 1.8819 0.2459 0.03 -0.05 -0.10 0.068
H 6.7928 2.7107 1.3173 0.11 0.00 -0.06 0.072
H 5.5535 3.6282 0.4583 -0.04 0.06 -0.06 0.075
H -5.4687 1.9029 1.4334 -0.03 0.07 -0.10 0.111
H -5.2539 3.6486 1.5355 0.00 -0.08 -0.07 0.112
H -4.4321 1.6715 3.7286 0.02 -0.07 0.08 0.073
H -5.9025 2.6518 3.7667 -0.10 0.02 0.10 0.071
H -4.3101 3.4249 3.8281 0.02 0.04 0.06 0.076
H -1.9063 5.4833 1.8783 -0.07 0.02 0.06 0.108
H -3.6491 5.2520 1.7452 0.06 -0.01 0.08 0.108
H -1.7004 5.3040 -0.6113 0.08 -0.03 -0.13 0.071
H -2.8244 6.6012 -0.1658 0.01 0.09 -0.05 0.072
H -3.4339 5.0373 -0.7338 -0.01 -0.03 -0.14 0.089
H -5.0160 -1.8700 2.7205 0.02 -0.09 0.05 0.111
H -4.8178 -3.6093 2.4962 -0.02 0.08 0.08 0.106
H -5.5299 -1.6588 0.2461 -0.02 0.12 -0.12 0.075
H -6.6958 -2.6729 1.1067 -0.12 -0.01 -0.01 0.071
H -5.4356 -3.4057 0.1096 0.02 -0.09 -0.11 0.075
O -1.8971 -5.4545 -5.5421 0.05 -0.37 -0.19 0.084
C -1.8320 -4.2705 -4.9134 -0.21 0.78 0.39 -0.309
C -2.9669 -3.5451 -4.5274 0.06 -0.25 -0.08 0.012
C -2.7887 -2.3277 -3.9085 0.02 -0.23 -0.12 -0.154
N -1.5937 -1.7980 -3.6887 0.45 -0.50 -0.20 -0.129
C -0.5211 -2.4721 -4.0587 -0.25 -0.05 -0.15 -0.684
Br 1.1468 -1.6209 -3.8570 0.41 -0.57 -0.50 0.948
C -0.5796 -3.7238 -4.6495 0.01 -0.18 -0.06 -0.032
H -2.8092 -5.6936 -5.7505 0.09 0.12 0.13 0.118
H -3.9614 -3.9181 -4.7230 -0.10 -0.07 0.01 0.114
H -3.6216 -1.7067 -3.5889 -0.18 -0.18 -0.05 0.098
H 0.3169 -4.2509 -4.9313 0.09 -0.02 -0.07 0.113
F -2.3489 -0.5248 -1.2773 0.16 0.03 -0.96 -0.495
Te -2.1201 0.6003 -3.0566 -4.13 3.95 2.07 1.955
F -2.0147 2.5323 -3.7634 0.21 -1.27 -0.05 -0.560
F -2.0379 1.8082 -1.3569 -0.01 -0.32 -0.98 -0.485
F -4.0781 1.0183 -2.3539 0.65 -0.52 -0.97 -0.599
F -0.1510 -1.3933 -1.3757 0.31 0.19 0.69 -0.441
O -0.3493 0.5750 -2.6185 0.48 -0.33 1.18 -0.818
C 0.9372 3.9618 -3.1135 -0.44 0.30 0.03 0.012
N 1.7417 2.7959 -2.8146 -0.09 -0.27 0.24 -0.022
C 2.8092 2.3989 -3.5637 0.18 -0.22 0.02 -0.033
C 3.4776 1.2745 -3.2677 -0.06 0.05 0.01 0.017
C 3.0405 0.4162 -2.1737 -0.58 -0.04 0.20 -0.519
O 3.6389 -0.5905 -1.8458 0.41 -0.50 -0.09 0.030
N 1.8798 0.8121 -1.5160 -0.65 0.42 -0.16 0.107
C 1.3054 1.9730 -1.8202 0.79 0.59 -0.09 -0.540
O 0.3222 2.3291 -1.1122 0.01 -0.48 0.09 -0.133
H 1.3442 4.4749 -3.9813 0.07 -0.04 0.02 0.095
H 0.9343 4.6275 -2.2512 0.03 0.11 -0.06 0.095
H -0.0910 3.6511 -3.3066 -0.03 0.02 -0.06 0.081
H 3.0718 3.0379 -4.3946 0.00 0.07 0.02 0.131
H 4.3264 0.9434 -3.8406 0.08 0.03 -0.06 0.113


Entry 5:
12
Properties=species:S:1:pos:R:3:forces:R:3:nbo_charge:R:1 method="wB97M-V/def2-TZVPD" homo_ev=-9.40 energy_ev=-5286.1629 e_above_lowest_ev=1.988 smiles="C=CO.C"
C -0.3367 1.8222 1.0390 -0.08 2.31 -1.29 -0.477
C -0.8231 0.9898 0.0976 0.53 -0.16 2.19 0.074
O -1.7123 -0.0700 0.6093 0.86 1.97 -3.85 -0.691
H 0.3569 2.7082 0.7172 -1.24 -2.01 0.53 0.207
H -0.8370 1.9961 2.0192 0.69 -0.80 -0.72 0.219
H -0.4240 1.0573 -0.9761 -1.09 -0.70 1.65 0.199
H -2.1942 -0.2553 -0.2436 0.20 -0.39 1.56 0.471
C 1.1807 -1.6859 -0.6890 0.16 1.24 0.78 -0.867
H 1.2333 -2.3596 -1.5843 -0.09 0.35 1.26 0.218
H 2.1941 -1.2484 -0.4417 -1.00 -0.17 -0.89 0.216
H 0.9387 -2.1071 0.3246 -0.28 -0.33 -1.37 0.227
H 0.4235 -0.8476 -0.8721 1.36 -1.32 0.16 0.205